No. 1
# C4H2FLiO4Y

A molecular structure, C4H2FLiO4Y (ωB97M-V/def2-TZVPD, the OMol25 dataset).

```
13
Properties=species:S:1:pos:R:3:forces:R:3:mulliken_charge:R:1
O -0.29388 -2.79911 -3.29935 0.14 1.53 0.28 -0.4522
C -0.37151 -3.95123 -3.40237 -0.17 -2.66 -0.66 0.7204
O -0.44593 -5.09717 -3.55817 0.08 1.38 0.37 -0.2644
O -1.35623 5.64487 -1.90460 -0.02 0.04 -0.52 -0.1191
C -0.76360 5.98227 -3.00327 -0.90 0.46 1.01 -0.1989
C -1.36162 4.19384 -1.72187 0.19 -0.33 0.50 -0.5630
O -0.27172 4.89950 -3.58135 0.62 -1.91 -1.24 -0.1228
C -0.91798 3.68974 -3.07570 -0.20 0.32 -0.12 0.1546
Li -1.86141 6.71352 -4.85464 0.03 0.73 -0.08 1.0038
H -2.37264 3.87730 -1.44866 0.17 0.13 0.01 0.3658
H -0.64038 3.96384 -0.93059 -0.19 0.07 0.12 0.3542
F -2.05565 3.54954 -3.90183 1.12 -0.60 0.37 -0.3012
Y 0.45918 1.67908 -3.35113 -0.87 0.85 -0.03 2.4228
```
Positions in Å, forces in eV/Å.

Computed properties:
Net charge ... +3
ΔE to the lowest compared entry with this formula, charge and spin ... 5.2 kcal/mol
E_HOMO ... -20.0 eV
Multiplicity ... 1
LUMO level ... -15.596 eV

No. 2
# C50H69N5O4Pt

A molecular structure, C50H69N5O4Pt (ωB97M-V/def2-TZVPD, the OMol25 dataset).

```
129
Properties=species:S:1:pos:R:3:forces:R:3:mulliken_charge:R:1
Pt 0.02607 -0.16580 -0.11885 0.17 -0.09 0.03 4.3323
C -2.84486 1.15347 -0.76807 -0.01 -0.03 0.01 -0.9186
O -2.09392 0.01510 -0.30770 -0.06 0.06 0.00 0.4092
C -2.81770 -1.09450 0.18258 -0.06 -0.03 -0.02 -0.6383
C -3.05929 -2.13927 -0.70411 0.00 -0.01 -0.01 -0.1037
C -2.82041 -2.04353 -2.19598 0.00 0.00 0.01 -1.7038
C -1.42629 -2.00129 -2.79700 0.01 0.00 0.01 0.8618
C -1.34060 -1.87830 -4.18959 0.00 0.01 -0.02 -0.7738
C -0.13317 -1.82754 -4.87182 0.01 -0.03 0.01 0.1816
C 1.04017 -1.94462 -4.11231 -0.01 -0.01 0.01 -0.6947
C 0.99784 -2.07248 -2.73798 0.02 0.00 0.01 1.0037
C 2.26677 -2.16887 -1.91520 -0.02 0.05 -0.01 -1.9292
C 2.54181 -0.99909 -0.99590 0.03 -0.05 0.00 1.1922
C 3.33795 0.05565 -1.37726 -0.02 -0.01 -0.02 -0.6415
C 3.74762 1.04979 -0.46924 -0.02 0.01 -0.05 -0.2894
C 3.21630 1.04283 0.82420 0.00 -0.02 0.05 -0.3636
C 2.42104 0.00886 1.28315 0.01 -0.03 0.07 0.7549
C 2.06463 -0.11923 2.74715 0.00 0.02 0.00 -1.9633
C 0.74665 0.48448 3.19334 0.03 -0.01 -0.01 1.4622
C 0.68323 1.43436 4.19265 0.00 -0.01 0.00 -0.5441
C -0.54518 1.94214 4.63985 0.01 0.00 -0.02 -0.0669
C -1.69258 1.46612 4.02291 -0.01 -0.01 0.02 -0.7041
C -1.67211 0.49659 3.01200 0.02 -0.02 0.02 0.8028
C -3.01755 0.02433 2.48751 -0.01 0.01 0.00 -1.6106
C -3.15608 -1.13751 1.52528 0.01 0.00 0.03 -0.3022
C -3.76696 -2.30299 1.98239 0.01 -0.02 0.01 0.1076
C -4.01456 -3.39043 1.15530 0.02 -0.01 -0.01 -0.5309
C -3.66482 -3.27384 -0.19010 0.01 0.00 0.01 -0.2410
C -4.66001 -4.67930 1.65694 -0.02 0.00 -0.01 1.8944
C -3.69878 -5.84958 1.40253 0.00 0.00 0.00 -1.6091
C -4.97207 -4.62515 3.15221 0.00 0.00 0.00 -2.0999
C -5.97168 -4.91560 0.89367 0.01 0.00 0.00 -1.6194
C -0.43729 -0.00313 2.61317 -0.02 0.01 -0.03 -1.0009
O -0.33474 -0.94606 1.65272 -0.06 0.03 0.05 -1.5320
C -0.57774 2.93672 5.80003 -0.01 -0.01 0.01 1.9338
C 0.22665 4.19283 5.43975 0.01 -0.01 0.00 -1.5225
C 0.05015 2.27129 7.03426 0.00 0.00 0.00 -1.7082
C -2.00204 3.36532 6.15237 0.00 -0.01 0.00 -2.1142
C 2.07252 -1.05961 0.37495 -0.05 0.24 -0.05 -0.5379
O 1.84621 -2.28920 0.90577 -0.02 -0.11 -0.05 -0.3153
C 3.05164 -3.02063 1.19752 -0.03 0.05 0.01 -0.7957
C 4.85251 2.02113 -0.87650 -0.01 0.01 0.01 1.8062
C 6.12082 1.17428 -1.10474 0.00 -0.01 0.03 -1.7503
C 5.15151 3.05845 0.20563 -0.01 0.00 0.00 -1.9409
C 4.51506 2.75973 -2.17925 0.00 -0.03 0.01 -1.3495
C -0.24105 -2.07774 -2.07180 -0.01 0.04 -0.01 -0.5192
O -0.24113 -2.03311 -0.72181 -0.04 -0.02 -0.03 -1.4853
C -0.03860 -1.64622 -6.38563 -0.01 0.02 -0.01 1.9597
C -1.41264 -1.64097 -7.05503 0.00 -0.01 0.01 -2.1097
C 0.79427 -2.78433 -6.99155 0.00 0.00 0.00 -1.6684
C 0.64514 -0.30104 -6.67846 -0.01 0.00 0.00 -1.6121
H -3.40555 1.58496 0.05849 0.00 0.01 0.00 0.2220
H -3.52353 0.83456 -1.55694 0.00 0.00 0.00 0.2848
H -2.13092 1.87350 -1.15596 0.00 0.01 -0.01 0.1958
H -3.37080 -1.18007 -2.58445 0.02 0.01 0.00 0.3879
H -3.31713 -2.90666 -2.64457 -0.02 0.01 0.00 0.8034
H -2.26918 -1.81445 -4.74329 0.00 0.00 0.00 0.7536
H 2.00511 -1.94141 -4.60690 0.00 0.01 0.00 0.4727
H 3.11590 -2.27080 -2.59144 -0.01 0.00 -0.01 0.7547
H 2.20409 -3.06959 -1.30535 0.01 -0.01 0.00 0.4622
H 3.73108 0.05898 -2.38732 0.01 0.00 0.01 0.9683
H 3.51214 1.80282 1.53502 0.00 0.01 -0.01 0.8301
H 2.87042 0.33368 3.32588 -0.01 0.01 0.00 0.7279
H 2.02874 -1.18260 2.98587 0.01 -0.01 -0.01 0.4389
H 1.60503 1.77039 4.65505 0.00 0.00 0.00 0.5378
H -2.66079 1.82639 4.34793 0.00 0.00 0.00 0.7577
H -3.53811 0.89508 2.07542 0.03 0.01 -0.02 0.3544
H -3.60285 -0.24376 3.36919 -0.02 0.02 -0.01 0.8226
H -4.04803 -2.34760 3.02561 0.00 0.00 0.00 0.5754
H -3.87222 -4.09323 -0.86739 0.00 0.00 0.00 0.4849
H -2.75623 -5.70169 1.93268 0.00 0.00 0.00 0.3568
H -3.47681 -5.97081 0.34166 0.00 0.00 0.00 0.3222
H -4.14731 -6.77907 1.75598 0.00 0.00 0.00 0.4549
H -4.06992 -4.48047 3.74994 0.00 0.00 0.00 0.4214
H -5.42191 -5.56926 3.45966 0.00 0.00 0.00 0.4347
H -5.68287 -3.83172 3.39107 0.00 0.00 0.00 0.3982
H -5.80385 -5.02855 -0.17805 0.00 0.00 0.00 0.3061
H -6.66618 -4.08731 1.04444 0.00 0.00 0.00 0.3571
H -6.44902 -5.82859 1.25204 0.00 0.00 0.00 0.4816
H 1.26005 3.95639 5.17814 0.00 0.00 -0.01 0.2729
H 0.25247 4.87526 6.29025 0.00 0.00 0.00 0.5278
H -0.23700 4.72513 4.60576 0.00 0.01 -0.02 0.2427
H 1.09876 2.01858 6.87100 0.00 0.00 0.00 0.3181
H -0.48232 1.35563 7.29528 0.00 0.00 0.00 0.3816
H 0.00126 2.94844 7.88804 0.00 0.00 0.00 0.4783
H -2.50040 3.85612 5.31333 0.00 0.00 0.00 0.4171
H -1.97137 4.07678 6.97764 0.00 0.00 0.00 0.4308
H -2.61181 2.51903 6.47259 0.00 0.00 0.00 0.4276
H 3.87209 -2.71766 0.54229 0.00 -0.02 -0.01 0.3387
H 2.83201 -4.07338 1.03940 -0.03 0.02 0.02 0.3495
H 3.34063 -2.86270 2.23706 0.05 0.02 0.00 0.3504
H 6.37552 0.60326 -0.21077 0.00 0.00 0.00 0.3917
H 6.95836 1.83277 -1.33644 0.00 0.00 0.00 0.5056
H 6.00218 0.47751 -1.93447 -0.01 0.00 0.00 0.3386
H 5.50444 2.59667 1.12843 0.01 0.01 0.00 0.4118
H 4.27644 3.67241 0.43858 -0.01 -0.01 0.00 0.2923
H 5.93786 3.72676 -0.14454 0.00 0.00 0.00 0.4390
H 4.18593 2.08773 -2.97223 -0.01 0.03 0.00 0.2351
H 5.40232 3.28352 -2.53542 0.00 0.00 0.00 0.5361
H 3.74910 3.52172 -2.01238 -0.05 0.00 0.00 0.1847
H -1.94300 -2.57998 -6.88987 0.00 0.00 0.00 0.4504
H -1.29103 -1.51738 -8.13119 0.00 0.00 0.00 0.4295
H -2.03919 -0.82024 -6.69941 0.00 0.00 0.00 0.4070
H 0.34570 -3.75292 -6.76774 0.00 0.00 0.00 0.3883
H 1.81837 -2.79063 -6.61638 0.00 0.00 0.00 0.3094
H 0.84113 -2.67496 -8.07570 0.00 0.00 0.00 0.4724
H 0.03121 0.52741 -6.30708 0.01 0.00 0.01 0.2782
H 0.76349 -0.15707 -7.75322 0.00 -0.01 0.00 0.5278
H 1.64102 -0.24945 -6.23031 0.00 0.01 0.01 0.3174
C 1.28617 5.22290 -0.28863 -0.07 0.01 -0.05 -1.1573
N 0.78162 4.05351 0.42861 0.07 0.01 0.02 0.1469
C 0.60809 4.16595 1.87679 -0.06 0.00 0.01 -1.0003
C 0.62504 2.85157 -0.14697 0.02 0.00 0.02 0.3852
N 0.13505 1.81930 0.47488 0.07 -0.03 0.01 0.0522
N 1.03035 2.76137 -1.47035 0.00 0.02 -0.01 0.2805
C 0.73633 1.76530 -2.37208 -0.07 -0.02 0.02 0.6109
N 1.10502 2.00730 -3.64332 0.01 0.02 -0.03 -0.3284
N 0.15682 0.67201 -2.01084 0.14 -0.10 0.01 -0.5322
H 0.98306 6.11336 0.25381 0.04 -0.01 0.02 0.3526
H 0.83942 5.30572 -1.27900 -0.01 -0.02 -0.01 0.4059
H 2.37679 5.22176 -0.36519 0.01 0.00 -0.01 0.3277
H 0.69549 5.21133 2.15389 0.02 -0.01 0.01 0.2773
H 1.36392 3.59134 2.41403 -0.01 -0.02 0.00 0.3377
H -0.38089 3.82378 2.18651 -0.01 0.01 0.01 0.4092
H -0.12463 1.98094 1.44182 -0.03 0.03 0.00 -1.2602
H 1.60039 3.51427 -1.81522 0.05 0.00 0.00 0.3310
H 1.26742 2.94168 -3.97961 -0.02 0.00 0.00 0.2362
H 0.94913 1.29189 -4.33978 0.00 0.00 0.01 -0.0233
H -0.07084 0.04478 -2.77820 -0.02 0.01 -0.02 -1.0625
```
Positions in Å, forces in eV/Å.

Computed properties:
Net charge ... +2
E_HOMO (alpha / beta) ... -12.9 / -12.9 eV
Multiplicity ... 1
LUMO level (alpha / beta) ... -7.071 / -7.072 eV